Molecular formula: C25H41BrCuN2P2
Method: DFT, ωB97M-V/def2-TZVPD

Geometry as XYZ:
```
72
Properties=species:S:1:pos:R:3:forces:R:3:lowdin_charge:R:1
C -0.7210 7.2086 -3.0870 0.026 -0.025 -0.236 -0.005
C -0.9103 5.8472 -3.3935 0.045 0.260 -0.238 -0.227
C -1.2060 5.4975 -4.7212 -0.004 0.282 -0.202 -0.013
C -1.2814 6.5152 -5.6845 0.165 -0.189 0.969 -0.118
N -1.0851 7.7995 -5.3815 -0.060 0.074 -0.249 0.069
C -0.8177 8.1473 -4.1241 -0.043 -0.792 0.305 -0.119
C -0.8046 4.8268 -2.3759 -0.135 -0.577 0.707 0.088
C -0.7657 3.9760 -1.5061 -0.317 2.100 -1.950 0.022
C -0.7194 3.0498 -0.4633 0.056 -0.326 0.109 -0.221
C 0.4210 3.0854 0.3613 -0.441 -0.834 0.402 0.033
C 0.5682 2.0602 1.3076 0.095 0.601 -0.296 -0.067
C -0.4481 1.1317 1.3364 0.817 0.793 -0.616 -0.206
C -1.6327 1.1201 0.6483 -0.334 -0.142 -0.245 -0.077
C -1.7659 2.1154 -0.3290 0.839 0.062 0.472 0.027
Cu 0.0032 -0.4081 2.2364 -2.542 -0.966 2.739 0.057
P 2.0225 -1.0435 1.9895 2.229 0.071 -1.142 0.902
H -1.3716 4.4611 -5.0192 0.078 0.294 0.195 0.114
H -0.4969 7.5463 -2.0741 -0.072 -0.220 -0.285 0.118
H -1.5040 6.2685 -6.7196 0.039 0.131 0.127 0.112
H -0.6697 9.2069 -3.9155 -0.049 -0.233 -0.122 0.115
H -2.6279 2.1747 -0.9969 0.226 -0.070 0.358 0.142
H 1.1739 3.8679 0.2212 -0.290 -0.412 0.110 0.146
H -2.3869 0.3656 0.8308 0.012 0.172 -0.072 0.081
H 1.4515 2.0013 1.9403 -0.246 0.025 -0.135 0.107
C 2.2353 -2.5891 2.9461 -0.551 -0.019 0.261 -0.357
C 3.0801 -3.6828 2.3049 0.199 -0.281 -0.038 -0.120
H 1.2110 -2.9416 3.1489 0.344 -0.132 0.113 0.071
H 2.6663 -2.2874 3.9142 -0.207 -0.019 -0.230 0.103
H 3.1534 -4.5172 3.0120 0.002 0.128 -0.176 0.095
H 2.6273 -4.0740 1.3863 0.119 0.075 0.187 0.065
H 4.1009 -3.3463 2.0851 -0.321 -0.107 -0.016 0.073
C 2.1023 -1.3709 0.1978 -0.183 -0.520 -0.336 -0.382
C 2.9968 -0.4646 -0.6363 0.223 0.091 -0.309 -0.112
H 1.0636 -1.2526 -0.1511 0.410 -0.068 0.075 0.040
H 2.3553 -2.4301 0.0688 0.095 0.193 -0.211 0.076
H 2.7916 -0.6606 -1.6956 0.139 0.101 0.193 0.089
H 2.7985 0.6014 -0.4593 0.030 -0.272 -0.021 0.073
H 4.0611 -0.6603 -0.4641 -0.263 0.112 -0.038 0.076
C 3.4694 -0.0183 2.4322 -0.277 0.370 0.102 -0.367
C 4.8252 -0.7279 2.3858 0.299 0.010 0.028 -0.116
H 3.2781 0.3624 3.4506 0.117 -0.073 -0.302 0.086
H 3.4663 0.8532 1.7591 0.025 -0.217 0.212 0.078
H 5.6097 0.0092 2.5972 -0.155 -0.200 -0.027 0.094
H 4.9059 -1.5166 3.1442 -0.046 0.208 -0.195 0.077
H 5.0462 -1.1612 1.4015 -0.120 0.090 0.289 0.072
Br -1.9306 -1.3481 3.2831 0.462 0.427 -0.214 0.366
P -2.4088 -3.1881 -0.7445 0.960 1.855 1.272 1.209
C -0.5987 -3.3942 -0.6121 0.066 -0.374 -0.654 -0.383
C -0.1886 -4.8303 -0.9662 0.250 -0.329 0.017 -0.131
H -0.3025 -3.1230 0.4133 -0.230 -0.013 -0.195 0.073
H -0.1348 -2.6792 -1.3113 -0.259 -0.256 0.179 0.084
H 0.8754 -4.8733 -1.2323 -0.282 -0.032 0.112 0.083
H -0.3599 -5.5126 -0.1245 0.017 0.128 -0.214 0.086
H -0.7658 -5.2032 -1.8233 0.280 0.063 0.180 0.076
C -3.0440 -3.1345 0.9541 -0.390 -0.884 -0.119 -0.471
C -4.4799 -3.6344 1.0959 -0.263 -0.074 0.124 -0.125
H -2.9368 -2.1014 1.3424 0.050 -0.413 -0.644 -0.052
H -2.3659 -3.7603 1.5511 -0.131 0.106 -0.160 0.077
H -4.7249 -3.7212 2.1594 -0.013 0.034 -0.226 0.090
H -5.2022 -2.9530 0.6355 0.110 -0.104 0.049 0.083
H -4.5899 -4.6208 0.6344 -0.086 0.141 0.174 0.080
C -2.6553 -1.5233 -1.4656 -0.696 -0.275 -0.387 -0.374
C -2.9602 -1.6047 -2.9656 -0.030 0.156 -0.319 -0.132
H -1.7606 -0.9191 -1.2647 -0.074 -0.261 0.063 0.077
H -3.5007 -1.0719 -0.9271 0.132 -0.163 -0.105 0.094
H -3.3506 -0.6455 -3.3217 0.118 -0.207 0.023 0.086
H -2.0638 -1.8429 -3.5477 -0.137 0.025 0.096 0.082
H -3.7106 -2.3750 -3.1764 0.088 0.232 0.012 0.078
N 0.2377 0.6569 4.1477 -0.111 0.568 0.234 -0.001
H 1.1859 0.8691 4.4573 -0.367 0.101 0.189 0.057
H -0.2372 0.0574 4.8275 0.252 0.339 -0.088 0.018
H -0.2963 1.5306 4.0730 0.310 -0.337 0.335 0.075
```
Positions in Å, forces in eV/Å.

2S+1 = 2
total charge = +2
⟨S²⟩ = 0.75
frontier orbital gap (alpha / beta) = 0.1660 / 0.1559 hartree
ΔE to the lowest compared entry with this formula, charge and spin = 0.000 eV

***

Molecular formula: C23H22IrN3S3
Method: DFT, ωB97M-V/def2-TZVPD

Geometry as XYZ:
```
52
Properties=species:S:1:pos:R:3:forces:R:3:nbo_charge:R:1
Ir 0.2901 0.2104 0.2485 0.012 -0.092 0.047 0.719
C 5.0147 -2.8714 -1.8221 -0.009 -0.007 0.005 -0.637
C 4.5288 -2.7183 -3.2360 0.010 -0.008 -0.015 -0.037
C 4.8521 -3.6474 -4.2208 -0.002 0.007 0.024 -0.192
C 4.3917 -3.5084 -5.5217 -0.003 -0.002 -0.025 -0.176
C 3.5931 -2.4299 -5.8745 0.006 -0.007 0.010 -0.206
C 3.2594 -1.4902 -4.9125 0.034 0.000 0.018 -0.226
C 3.7291 -1.6390 -3.6137 -0.017 0.064 -0.016 0.139
N 3.3410 -0.6657 -2.6284 -0.002 -0.075 0.039 -0.608
C 2.2380 -0.8011 -1.8759 -0.017 0.017 0.015 0.688
N 1.4857 -1.8876 -2.0888 0.032 -0.003 -0.024 -0.576
C 0.2987 -2.2753 -1.4602 -0.030 -0.022 0.009 0.114
C -0.3345 -1.5230 -0.4609 0.041 -0.028 -0.077 -0.185
C -1.5259 -2.0310 0.0951 0.019 0.043 0.016 -0.201
C -2.0573 -3.2228 -0.3305 -0.013 -0.012 0.000 -0.210
C -1.4084 -3.9498 -1.3267 -0.006 -0.002 0.004 -0.173
C -0.2373 -3.5007 -1.9023 0.009 0.025 0.010 0.042
C 0.4517 -4.3023 -2.9745 0.003 0.000 -0.005 -0.671
N 1.8970 0.0991 -0.9641 -0.045 0.017 -0.001 -0.674
C 2.7685 1.2320 -0.7778 -0.025 -0.017 0.013 0.059
C 2.5292 2.3908 -1.5085 0.015 0.000 0.005 -0.214
C 3.3356 3.5011 -1.3204 0.000 0.000 -0.001 -0.202
C 4.3723 3.4427 -0.3999 0.000 0.010 -0.006 -0.181
C 4.5984 2.2837 0.3274 -0.008 -0.022 0.014 -0.186
C 3.8032 1.1538 0.1586 0.007 0.029 -0.006 -0.027
C 4.0330 -0.0936 0.9642 0.015 -0.004 0.000 -0.635
H 5.6310 -3.7622 -1.7219 0.001 0.000 -0.002 0.237
H 4.1789 -2.9632 -1.1235 0.005 -0.004 0.007 0.217
H 5.6100 -2.0121 -1.5084 0.001 0.001 -0.009 0.228
H 5.4777 -4.4918 -3.9601 -0.002 -0.001 0.001 0.226
H 4.6612 -4.2465 -6.2653 -0.001 0.001 -0.001 0.232
H 3.2371 -2.3186 -6.8893 0.000 0.002 -0.001 0.233
H 2.6418 -0.6344 -5.1549 -0.003 -0.004 -0.015 0.231
H 3.9215 0.1405 -2.4468 -0.005 0.014 -0.029 0.437
H 1.8237 -2.4993 -2.8190 -0.009 -0.002 0.007 0.445
H -2.0289 -1.4669 0.8669 0.001 -0.002 0.002 0.230
H -2.9740 -3.5947 0.1055 0.000 -0.002 -0.001 0.236
H -1.8260 -4.8910 -1.6614 -0.002 0.000 0.000 0.226
H -0.1055 -5.2122 -3.1830 -0.003 0.000 0.005 0.246
H 1.4607 -4.6023 -2.6755 0.002 0.002 -0.004 0.222
H 0.5266 -3.7484 -3.9155 0.004 -0.002 0.000 0.223
H 1.7076 2.4117 -2.2145 -0.002 -0.004 0.000 0.228
H 3.1525 4.4051 -1.8846 0.000 0.002 0.002 0.233
H 5.0054 4.3054 -0.2427 0.000 0.001 -0.001 0.232
H 5.4052 2.2524 1.0491 0.000 -0.001 -0.001 0.225
H 4.9278 0.0047 1.5752 0.001 0.000 -0.001 0.236
H 4.1529 -0.9711 0.3262 -0.001 -0.002 0.007 0.215
H 3.1917 -0.2936 1.6322 -0.003 0.004 -0.003 0.227
S -1.9540 2.1692 3.6426 -0.008 -0.010 -0.008 0.205
C -1.2381 1.4107 2.4476 0.027 0.008 -0.021 -0.577
S 0.0668 0.1944 2.4507 -0.037 0.077 -0.063 0.193
S -1.4443 1.5311 0.6802 0.009 0.010 0.082 0.169
```
Positions in Å, forces in eV/Å.

2S+1 = 2
total charge = +1
⟨S²⟩ = 0.76
frontier orbital gap (alpha / beta) = 0.2770 / 0.2159 hartree
ΔE to the lowest compared entry with this formula, charge and spin = 0.000 eV

***

Molecular formula: C17H66N14O16
Method: DFT, ωB97M-V/def2-TZVPD

Geometry as XYZ:
```
113
Properties=species:S:1:pos:R:3:forces:R:3:lowdin_charge:R:1
C 0.1135 1.6405 -4.8808 -0.134 0.280 0.902 -0.059
C -0.0690 0.3306 -4.1091 0.383 1.130 0.217 -0.324
O 1.1904 -0.2970 -3.9704 0.084 0.476 -0.069 -0.082
H 0.6212 1.3248 -5.7538 1.020 0.078 -0.978 0.063
H 0.7236 2.3674 -4.2782 -0.532 -0.526 -0.758 0.082
H -0.7906 2.1146 -5.2777 -0.084 0.005 0.509 0.059
H -0.8171 -0.2786 -4.5766 0.114 -0.658 -0.564 0.080
H -0.4368 0.5057 -3.1227 -0.523 0.365 0.975 0.071
H 1.7606 0.3921 -3.5377 -0.505 -1.191 -0.821 0.037
C -3.7063 0.8930 -3.1599 -4.550 -3.036 -1.027 -0.669
O -4.5543 0.1782 -3.9130 3.824 2.164 2.637 -0.095
N -2.9505 1.8538 -3.5557 2.290 2.667 -3.739 0.184
N -3.6454 0.7999 -1.8380 -1.350 -2.718 2.355 0.139
H -2.8658 1.8683 -4.5652 0.119 0.483 0.231 0.118
H -2.2367 2.3477 -2.9923 -1.016 -1.065 -0.310 0.074
H -4.1209 -0.0989 -1.4981 1.184 2.266 -0.147 0.154
H -2.9170 1.3501 -1.3351 -1.178 -0.950 -0.311 0.069
C -2.0501 2.0103 1.9356 -3.710 -0.551 -4.500 -0.562
O -2.8066 1.8461 0.8393 2.756 -0.167 4.211 -0.083
N -1.5699 1.0018 2.6918 -0.357 0.480 2.335 0.130
N -1.6766 3.2218 2.2771 1.144 3.919 0.785 0.157
H -2.0454 0.0602 2.6256 0.225 1.164 0.590 0.062
H -1.0890 1.2444 3.6251 -1.363 -0.389 -1.787 0.130
H -1.9719 4.1640 1.8367 0.331 -2.865 0.683 0.192
H -0.9647 3.2833 3.0464 -1.269 0.353 -0.392 0.074
C 2.5368 2.2193 -2.3370 0.276 5.499 0.231 -0.744
O 2.5841 3.5013 -2.5410 0.004 -2.922 -0.024 -0.072
N 1.7565 1.7211 -1.4339 -3.338 -2.231 2.865 0.152
N 3.3135 1.3316 -2.8915 4.039 -1.207 -2.649 0.157
H 1.0395 2.2623 -0.9015 0.906 -0.583 -1.044 0.085
H 1.6921 0.6715 -1.2919 -0.312 1.225 -0.132 0.100
H 4.0579 1.7951 -3.4860 -1.296 -1.255 0.979 0.164
H 3.4508 0.3245 -2.5335 -0.568 1.695 -0.940 0.096
C -1.9081 -4.5639 -0.3678 -0.849 -7.305 3.488 -0.619
O -1.9321 -5.7607 0.3083 0.710 5.696 -2.318 -0.138
N -1.2336 -3.4852 -0.0101 1.987 0.770 4.057 0.141
N -2.5953 -4.4487 -1.4568 -2.216 0.453 -3.783 0.175
H -0.7370 -3.4945 0.9573 -1.087 -0.172 -2.794 0.107
H -1.4257 -2.5587 -0.3350 -0.563 0.302 -0.419 0.073
H -3.1246 -5.2272 -1.9084 1.014 0.968 1.189 0.156
H -2.5690 -3.5530 -1.9826 -0.422 -1.006 0.663 0.065
C -0.2491 -0.5003 -0.0989 5.566 -1.150 -3.304 -0.473
O 0.8099 -0.8180 -0.9956 -5.774 1.331 4.014 -0.132
N 0.0419 -0.3261 1.1814 0.701 -0.029 0.788 0.153
N -1.5257 -0.4224 -0.4274 -0.356 -0.546 -1.143 0.186
H 1.0249 -0.4062 1.4172 0.577 0.536 -0.255 0.066
H -0.5602 0.2214 1.8385 0.864 -0.601 -1.199 0.032
H -1.7555 -0.5245 -1.4012 -0.130 0.002 -0.331 0.077
H -2.2381 -0.0285 0.1800 0.481 0.209 -0.085 0.055
C 1.1019 -3.3252 2.9211 8.139 2.761 1.830 -0.646
O 2.3145 -2.7501 3.1966 -6.338 -1.228 -1.434 -0.095
N -0.0077 -2.8363 2.4418 -2.802 1.166 0.077 0.134
N 1.0393 -4.6139 3.1698 2.207 -4.855 0.923 0.124
H -0.0615 -1.8593 2.1610 -0.145 -0.169 -0.079 0.058
H -0.8938 -3.3485 2.6564 1.445 0.713 -0.059 0.142
H 1.9899 -4.9027 3.5494 -1.719 0.579 -0.415 0.144
H 0.9152 -5.2173 2.3480 -0.778 0.351 0.345 0.111
C 3.6393 1.2168 1.5246 -5.358 -4.773 -1.199 -0.636
O 2.7171 0.2204 1.6422 3.857 4.237 -0.340 -0.113
N 3.5196 2.2029 0.6461 1.037 3.073 0.870 0.171
N 4.7803 1.1167 2.1144 5.742 1.883 3.236 0.145
H 2.7605 2.1015 -0.0172 -0.222 0.524 -0.020 0.039
H 3.9936 3.1482 0.8856 -1.265 -2.439 -1.093 0.165
H 4.9988 0.3669 2.7681 -0.631 0.305 -0.351 0.123
H 5.5134 1.9576 2.1703 -2.457 -2.676 -0.538 0.180
C -0.6453 -0.7264 5.2417 0.536 -1.376 -0.234 -0.181
O -0.5411 0.5334 5.7098 -0.200 3.664 1.459 -0.101
H -0.1765 -0.7552 4.2754 0.384 -0.313 -0.369 0.072
H -1.6434 -1.0559 5.1651 -1.538 -0.418 -0.237 0.064
H -0.1569 -1.3501 5.9388 0.821 -1.444 0.311 0.090
H -0.8065 0.6056 6.6467 0.135 -0.222 -0.807 0.120
C -3.6935 -1.6455 1.8528 -0.252 1.369 -1.262 -0.092
O -2.6642 -1.3246 2.7580 -0.023 -1.643 1.716 -0.159
H -3.4724 -2.5886 1.4230 0.133 -0.751 -1.039 0.072
H -3.7762 -0.7918 1.1234 0.250 -1.082 0.525 0.095
H -4.6556 -1.7080 2.2906 -0.952 -0.007 0.896 0.080
H -2.6479 -2.0194 3.4695 0.064 1.188 -0.943 0.128
C -1.6906 -2.5752 -3.7318 0.808 0.730 -0.550 -0.109
O -2.7035 -1.9536 -2.8806 1.225 -0.236 -0.689 -0.173
H -1.6723 -2.1287 -4.7541 -0.105 -0.167 0.866 0.094
H -1.9178 -3.6169 -3.8649 -0.144 -0.568 -0.042 0.063
H -0.6484 -2.5063 -3.3100 -1.120 0.230 -0.099 0.102
H -3.3032 -1.4864 -3.4817 -0.478 0.223 0.121 0.051
C 1.1472 2.3647 3.6696 2.923 -0.117 -0.226 -0.159
O 0.0871 3.0366 4.2668 -0.545 0.577 1.383 -0.142
H 0.8186 1.6666 2.9207 -0.172 -0.370 -0.195 0.044
H 1.7969 1.8191 4.3881 -0.641 0.214 -0.335 0.114
H 1.8257 3.0713 3.1294 -0.531 -0.335 0.399 0.092
H 0.1677 3.0403 5.2372 -0.103 -0.107 -0.741 0.123
C 1.8772 -3.6846 -0.3162 -0.441 2.790 1.778 -0.187
O 1.0073 -3.5981 -1.3713 0.353 -1.151 -1.797 -0.110
H 2.9081 -3.7010 -0.5433 1.045 0.096 -1.085 0.064
H 1.7898 -4.4661 0.3903 -0.802 -1.575 0.583 0.054
H 1.7058 -2.7433 0.2724 0.679 -0.579 -0.013 0.078
H 0.1290 -3.4577 -0.9937 0.297 -0.098 -0.172 -0.003
C -0.8229 3.8356 -2.0327 0.588 -0.317 0.022 -0.114
O -1.2879 2.6641 -1.4136 -0.198 -1.522 -0.188 -0.187
H -1.1442 3.7521 -3.0712 0.257 0.421 -0.160 0.076
H 0.2978 3.8689 -2.0090 -0.968 0.520 -0.031 0.076
H -1.3737 4.6314 -1.5582 0.405 0.991 -0.147 0.091
H -1.4984 2.7519 -0.4828 -0.068 0.224 0.201 0.039
C 4.0797 -1.3782 -1.2668 2.084 -0.259 -0.786 -0.161
O 3.2255 -1.3992 -2.3671 -0.201 0.599 -0.526 -0.135
H 4.6296 -2.3364 -1.3289 0.032 0.443 0.897 0.092
H 3.6034 -1.1577 -0.3345 -0.427 -0.254 0.685 0.062
H 4.8108 -0.5610 -1.4501 -0.046 -0.429 0.255 0.086
H 2.3535 -1.5994 -2.0405 -1.165 -0.265 -0.086 0.030
C 1.0330 4.4678 0.5936 -2.333 0.398 0.944 -0.112
O 0.6281 3.0932 0.6451 0.867 0.506 0.456 -0.176
H 1.7444 4.5846 -0.1783 1.014 0.061 -0.610 0.065
H 1.2639 4.9843 1.5467 0.705 -0.953 -0.101 0.091
H 0.1434 5.0383 0.3163 -0.031 0.245 -0.524 0.069
H -0.0297 2.9736 1.3365 0.047 0.229 -0.137 0.017
```
Positions in Å, forces in eV/Å.

total charge = 0
frontier orbital gap = 0.3088 hartree
ΔE to the lowest compared entry with this formula, charge and spin = 0.000 eV